1.
C52H46BrCsI2N5OPSe as an isolated structure. Source: the OMol25 dataset; level of theory: the ωB97M-V functional and the def2-TZVPD basis.

Geometry as XYZ:
```
110
Properties=species:S:1:pos:R:3
Cs 0.349 -0.069 -0.796
I 8.389 -1.299 1.179
C 6.464 -0.436 0.999
C 6.093 0.019 -0.341
C 4.922 0.631 -0.507
I 4.188 1.194 -2.382
C 4.028 0.969 0.633
O 2.676 0.998 0.318
C 4.315 0.239 1.992
C 3.238 -0.721 2.458
N 3.101 -1.898 1.602
C 2.372 -2.977 2.249
C 1.454 -3.776 1.347
C 1.576 -5.159 1.274
C 0.662 -5.884 0.521
C -0.339 -5.199 -0.140
C -0.372 -3.813 -0.024
N 0.488 -3.114 0.707
C 5.669 -0.385 2.062
H 6.753 -0.194 -1.170
H 2.288 -0.187 2.468
H 3.468 -0.990 3.505
H 4.008 -2.217 1.284
H 1.737 -2.533 3.021
H 3.043 -3.680 2.764
H 2.379 -5.656 1.806
H 0.738 -6.963 0.451
H -1.077 -5.702 -0.750
H -1.120 -3.245 -0.569
H 5.979 -0.806 3.014
Br -2.858 0.420 -2.345
C -4.141 -1.001 -2.452
C -5.412 -0.508 -2.299
C -6.527 -1.353 -2.223
C -6.336 -2.698 -2.272
C -5.041 -3.247 -2.441
C -4.935 -4.655 -2.470
C -3.717 -5.244 -2.647
C -2.585 -4.449 -2.841
C -2.606 -3.052 -2.852
C -3.877 -2.402 -2.583
H -5.543 0.561 -2.203
H -7.516 -0.928 -2.098
H -7.170 -3.386 -2.183
H -5.840 -5.240 -2.347
H -3.621 -6.325 -2.665
H -1.631 -4.921 -3.035
C 4.261 1.663 2.715
C 3.197 1.917 3.720
C 1.964 2.352 3.322
C 1.568 2.671 1.994
C 2.542 2.502 0.958
C 4.029 2.340 1.333
P -0.138 3.213 1.733
C -0.217 4.742 2.786
C 0.904 5.511 3.097
C 0.796 6.650 3.885
C -0.441 7.044 4.384
C -1.566 6.285 4.091
C -1.448 5.143 3.307
C -0.209 3.927 0.035
C -0.664 5.238 -0.162
C -0.796 5.743 -1.452
C -0.439 4.938 -2.527
C 0.030 3.645 -2.289
C 0.131 3.048 -1.019
H 5.253 1.899 3.110
H 3.414 1.758 4.771
H 1.226 2.523 4.107
H 2.367 3.098 0.068
H 4.685 3.161 1.046
H 1.867 5.187 2.718
H 1.680 7.234 4.114
H -0.525 7.931 5.002
H -2.535 6.580 4.479
H -2.325 4.543 3.084
H -0.920 5.876 0.678
H -1.163 6.754 -1.604
H -0.516 5.311 -3.546
H 0.309 3.063 -3.171
C -1.567 0.302 -5.915
N -0.344 -0.410 -6.220
C -0.320 -1.620 -6.886
C 0.953 -2.051 -6.846
N 1.659 -1.087 -6.144
C 3.044 -1.221 -5.750
C 0.868 -0.063 -5.717
Se -0.960 -2.242 -3.295
H -2.101 0.557 -6.833
H -1.302 1.209 -5.377
H -2.189 -0.312 -5.263
H -1.202 -2.079 -7.297
H 1.399 -2.957 -7.220
H 3.674 -1.432 -6.617
H 3.164 -2.022 -5.018
H 3.353 -0.285 -5.295
C -4.136 -1.490 5.511
C -3.317 -1.251 4.272
C -2.627 -0.067 4.066
C -1.879 0.103 2.906
N -1.777 -0.828 1.961
C -2.446 -1.964 2.157
C -3.220 -2.218 3.277
H -4.171 -0.598 6.137
H -3.712 -2.304 6.104
H -5.159 -1.770 5.254
H -2.664 0.732 4.797
H -1.352 1.036 2.719
H -2.362 -2.712 1.378
H -3.743 -3.164 3.368
```

Results
E: -225591.47672 eV
E_HOMO: -0.67 eV
energy relative to the best compared isomer or geometry (same formula, charge and spin): 134.5 kcal per mole
charge: -2
orbital gap: 0.140 Eh

Mulliken population analysis, charges in e, atoms 1 to 4: atom 1 (Cs): 0.88, atom 2 (I): -0.02, atom 3 (C): -0.06, atom 4 (C): -0.25

=====

2.
A 8-piece molecular cluster, C52H46F3N2O18 overall in a non-equilibrium geometry. Source: the OMol25 dataset; level of theory: the ωB97M-V functional and the def2-TZVPD basis.

Geometry as XYZ:
```
121
Properties=species:S:1:pos:R:3
C 2.297 2.839 0.730
C 1.347 3.499 -0.362
O 0.643 2.729 -1.066
O 1.251 4.895 -0.640
C 1.238 5.682 0.578
C -0.040 5.392 1.493
C -1.386 5.625 0.656
N -2.555 6.160 1.439
C -3.757 6.105 0.483
N -3.584 7.060 -0.670
C -2.931 5.355 2.660
O -3.651 4.150 2.378
C -2.775 3.036 2.174
C -3.074 2.136 0.862
O -1.826 2.708 2.904
C -2.365 7.580 1.913
F -1.574 8.345 1.056
F -3.603 8.248 2.092
F -1.734 7.635 3.183
H 2.191 1.702 0.657
H 3.413 3.080 0.587
H 1.977 3.113 1.802
H 2.207 5.542 1.184
H 1.255 6.787 0.245
H 0.057 6.004 2.448
H -0.049 4.287 1.827
H -1.110 6.257 -0.260
H -1.686 4.598 0.227
H -3.832 5.069 -0.015
H -4.747 6.250 1.034
H -3.810 8.023 -0.382
H -4.370 6.796 -1.299
H -3.648 6.018 3.275
H -2.053 5.142 3.369
H -2.729 1.052 0.982
H -2.600 2.700 -0.007
H -4.216 2.216 0.714
C -1.117 -3.826 -0.471
C -2.119 -3.093 0.016
C -2.179 -1.634 -0.212
O -3.096 -0.960 0.236
C -1.090 -1.018 -1.000
C -0.089 -1.751 -1.487
C -0.028 -3.212 -1.259
O 0.886 -3.880 -1.705
H -1.056 -4.896 -0.313
H -2.921 -3.525 0.591
H -1.152 0.052 -1.158
H 0.718 -1.317 -2.065
C 7.551 2.361 0.043
C 8.294 2.069 -1.025
C 8.174 2.845 -2.279
O 8.849 2.578 -3.253
C 7.199 3.957 -2.301
C 6.457 4.249 -1.232
C 6.577 3.473 0.020
O 5.900 3.740 0.998
H 7.625 1.803 0.968
H 9.012 1.259 -1.026
H 7.125 4.515 -3.226
H 5.738 5.059 -1.232
C -3.618 -4.264 4.635
C -3.318 -4.174 3.339
C -3.196 -5.382 2.494
O -2.919 -5.301 1.309
C -3.420 -6.692 3.141
C -3.720 -6.782 4.437
C -3.842 -5.575 5.282
O -4.118 -5.656 6.463
H -3.711 -3.391 5.268
H -3.151 -3.222 2.850
H -3.327 -7.565 2.508
H -3.887 -7.733 4.927
C -6.019 -0.788 -1.817
C -6.438 -1.609 -0.853
C -7.853 -2.028 -0.764
O -8.236 -2.775 0.116
C -8.785 -1.503 -1.786
C -8.366 -0.682 -2.750
C -6.951 -0.263 -2.838
O -6.567 0.484 -3.718
H -4.987 -0.470 -1.897
H -5.768 -2.002 -0.098
H -9.817 -1.821 -1.706
H -9.035 -0.289 -3.505
C -1.739 -4.566 11.803
C -1.160 -4.381 10.617
C -1.929 -4.507 9.360
O -1.400 -4.340 8.276
C -3.364 -4.845 9.470
C -3.943 -5.031 10.657
C -3.175 -4.904 11.914
O -3.702 -5.071 12.997
H -1.191 -4.478 12.733
H -0.110 -4.132 10.518
H -3.912 -4.933 8.540
H -4.993 -5.279 10.756
C 2.905 -4.379 -4.766
C 2.772 -3.416 -3.853
C 3.360 -2.076 -4.063
O 3.240 -1.195 -3.228
C 4.100 -1.844 -5.322
C 4.233 -2.807 -6.234
C 3.645 -4.148 -6.026
O 3.764 -5.027 -6.859
H 2.481 -5.367 -4.630
H 2.231 -3.568 -2.923
H 4.524 -0.858 -5.459
H 4.771 -2.655 -7.159
C 8.184 -2.440 -7.849
C 8.965 -2.680 -8.903
C 8.857 -1.873 -10.137
O 9.566 -2.092 -11.099
C 7.851 -0.789 -10.157
C 7.071 -0.549 -9.102
C 7.179 -1.356 -7.869
O 6.468 -1.136 -6.904
H 8.249 -3.021 -6.938
H 9.706 -3.469 -8.905
H 7.786 -0.207 -11.068
H 6.329 0.240 -9.100
```

Results
E: -102639.78306 eV
E_HOMO: -11.02 eV
charge: +1
orbital gap: 0.281 Eh

Mulliken population analysis, charges in e, atoms 1 to 4: atom 1 (C): -0.62, atom 2 (C): 0.71, atom 3 (O): -0.55, atom 4 (O): -0.34

=====

3.
C52H46N4O5TeTl as an isolated structure. Source: the OMol25 dataset; level of theory: the ωB97M-V functional and the def2-TZVPD basis.

Geometry as XYZ:
```
109
Properties=species:S:1:pos:R:3
Tl -0.402 0.061 0.083
C -2.991 -0.027 -2.072
O -1.715 -0.675 -1.985
C -1.683 -2.045 -2.105
C -2.619 -2.740 -2.858
C -2.535 -4.113 -3.009
C -1.492 -4.801 -2.411
C -0.561 -4.116 -1.657
C -0.637 -2.735 -1.474
N 0.284 -2.029 -0.665
N 1.071 -2.782 -0.008
C 1.994 -2.466 0.899
C 2.385 -1.146 1.325
O 1.865 -0.073 0.920
C 3.473 -1.046 2.267
C 4.066 -2.121 2.818
C 3.653 -3.452 2.491
C 4.225 -4.565 3.128
C 3.821 -5.839 2.819
C 2.832 -6.026 1.851
C 2.260 -4.947 1.218
C 2.645 -3.630 1.521
H -3.516 -0.291 -2.987
H -2.793 1.038 -2.076
H -3.603 -0.273 -1.203
H -3.426 -2.210 -3.341
H -3.277 -4.635 -3.597
H -1.406 -5.873 -2.525
H 0.256 -4.647 -1.197
H 3.784 -0.039 2.515
H 4.877 -1.991 3.526
H 4.996 -4.409 3.875
H 4.255 -6.692 3.325
H 2.511 -7.029 1.598
H 1.484 -5.103 0.489
O -2.314 3.774 -1.081
C -1.580 2.842 -0.783
O -1.841 1.867 -0.009
C -0.192 2.833 -1.440
C 0.223 3.989 -2.130
C 1.440 3.991 -2.742
C 2.241 2.827 -2.707
C 3.498 2.748 -3.345
C 4.231 1.597 -3.292
C 3.728 0.471 -2.611
C 2.514 0.513 -1.984
C 1.746 1.696 -2.012
N 0.541 1.750 -1.375
H -0.451 4.832 -2.146
H 1.803 4.863 -3.273
H 3.870 3.620 -3.870
H 5.198 1.542 -3.775
H 4.316 -0.437 -2.579
H 2.129 -0.345 -1.452
C 2.963 6.308 7.017
C 2.373 5.185 6.208
C 3.116 4.553 5.220
C 2.576 3.542 4.433
C 3.462 2.864 3.416
C 1.239 3.168 4.623
Te 0.425 1.742 3.116
N -0.657 -0.009 2.248
C -1.139 -1.229 2.394
O -1.610 -1.839 1.393
C -1.142 -1.916 3.730
C -1.814 -3.134 3.809
C -1.855 -3.838 5.001
C -1.229 -3.328 6.129
C -0.551 -2.120 6.053
C -0.500 -1.419 4.859
C -1.361 2.891 2.907
C -1.230 4.137 2.272
C 0.104 4.747 1.926
C -2.373 4.861 1.962
C -3.641 4.372 2.226
C -4.877 5.121 1.813
C -3.744 3.165 2.898
C -2.630 2.419 3.263
C -2.885 1.183 4.081
C 0.501 3.739 5.667
C -0.900 3.283 5.985
C 1.075 4.747 6.433
H 3.997 6.493 6.730
H 2.933 6.079 8.084
H 2.399 7.229 6.863
H 4.146 4.852 5.056
H 4.444 3.333 3.385
H 3.036 2.890 2.411
H 3.591 1.815 3.689
H -2.292 -3.505 2.913
H -2.378 -4.785 5.054
H -1.261 -3.872 7.064
H -0.062 -1.723 6.934
H 0.056 -0.493 4.810
H 0.807 3.995 1.558
H 0.556 5.207 2.808
H -0.011 5.518 1.163
H -2.271 5.812 1.453
H -4.626 5.994 1.214
H -5.444 5.442 2.689
H -5.521 4.473 1.217
H -4.728 2.778 3.146
H -3.625 1.396 4.855
H -1.981 0.822 4.562
H -3.275 0.380 3.454
H -1.005 2.219 5.775
H -1.633 3.815 5.377
H -1.135 3.457 7.035
H 0.494 5.200 7.231
```

Results
E: -82853.32575 eV
E_HOMO (alpha / beta): -7.31 / -7.48 eV
spin multiplicity: 2
charge: 0
<S²>: 0.76
orbital gap (alpha / beta): 0.244 / 0.223 Eh

Mulliken population analysis, charges in e, atoms 1 to 4: atom 1 (Tl): 2.01, atom 2 (C): -0.82, atom 3 (O): -0.13, atom 4 (C): 1.25

=====

4.
C52H48LaN4O5P2S6 as an isolated structure in a non-equilibrium geometry. Source: the OMol25 dataset; level of theory: the ωB97M-V functional and the def2-TZVPD basis.

Geometry as XYZ:
```
118
Properties=species:S:1:pos:R:3
La 0.510 1.731 0.809
S -1.380 0.673 3.149
C -1.462 1.975 4.223
C -2.585 2.184 5.073
C -2.655 3.159 6.061
C -1.588 4.070 6.247
C -0.508 3.970 5.383
C -0.412 2.962 4.387
S 1.163 2.868 3.595
C 1.537 4.593 3.138
C 1.897 4.576 1.689
C 1.546 5.750 0.896
C 2.333 5.963 -0.242
C 3.184 4.975 -0.698
C 3.383 3.830 0.062
C 4.206 2.737 -0.495
S 3.318 1.097 -0.447
C 2.768 1.068 -2.118
C 3.448 0.091 -2.917
C 3.157 0.005 -4.248
C 2.100 0.714 -4.800
C 1.407 1.635 -4.044
C 1.845 1.947 -2.698
S 1.038 3.212 -1.844
N 2.603 3.554 1.167
H -3.446 1.562 4.824
H -3.579 3.511 6.566
H -1.671 4.836 6.985
H 0.268 4.751 5.401
H 2.484 4.854 3.629
H 0.736 5.297 3.462
H 0.811 6.522 1.223
H 2.241 6.921 -0.788
H 3.681 5.110 -1.665
H 5.109 2.526 0.104
H 4.640 2.989 -1.498
H 4.202 -0.458 -2.309
H 3.796 -0.578 -4.909
H 1.734 0.496 -5.822
H 0.598 2.228 -4.499
O 4.972 -4.334 1.803
C 4.843 -2.989 1.544
O 5.187 -2.558 0.466
C 4.204 -2.253 2.691
C 4.743 -2.083 3.978
N 3.826 -1.367 4.710
N 2.728 -1.085 3.981
C 2.933 -1.488 2.757
C 1.940 -1.392 1.627
O 2.022 -2.392 0.842
O 1.271 -0.326 1.446
H 4.628 -4.479 2.706
H 5.623 -2.508 4.490
H 3.952 -1.003 5.657
C -1.211 -5.172 -1.660
P -0.234 -4.189 -0.516
C -0.046 -5.416 0.848
C 0.311 -6.727 0.520
C 0.429 -7.695 1.546
C 0.327 -7.357 2.878
C 0.112 -6.003 3.206
C -0.117 -5.047 2.200
C 1.379 -4.375 -1.286
C 1.495 -3.755 -2.485
C 2.700 -3.744 -3.201
C 3.823 -4.366 -2.744
C 3.721 -5.147 -1.534
C 2.537 -5.082 -0.826
H -2.246 -5.378 -1.316
H -0.814 -6.181 -1.982
H -1.344 -4.656 -2.624
H 0.513 -6.942 -0.503
H 0.571 -8.752 1.205
H 0.373 -8.078 3.746
H 0.191 -5.697 4.282
H -0.467 -4.072 2.500
H 0.651 -3.149 -2.817
H 2.751 -3.113 -4.105
H 4.797 -4.315 -3.240
H 4.585 -5.640 -1.101
H 2.484 -5.584 0.166
C -2.228 5.692 1.649
N -2.852 4.917 0.604
C -4.052 5.469 -0.031
C -2.316 3.787 0.156
O -1.357 3.214 0.722
H -1.281 5.240 1.959
H -2.788 5.638 2.590
H -2.143 6.724 1.226
H -3.710 6.029 -0.913
H -4.625 6.074 0.669
H -4.666 4.649 -0.340
H -2.832 3.386 -0.704
S -4.306 1.410 -0.139
P -3.089 0.318 -1.363
S -1.090 -0.181 -1.041
C -3.948 -1.294 -1.653
C -4.009 -2.138 -0.566
C -4.995 -3.139 -0.557
C -5.836 -3.357 -1.648
C -5.644 -2.591 -2.789
C -4.696 -1.581 -2.789
C -3.102 1.217 -2.966
C -4.057 2.256 -3.307
C -4.047 2.822 -4.548
C -3.142 2.367 -5.493
C -2.151 1.467 -5.141
C -2.137 0.842 -3.884
H -3.458 -1.952 0.306
H -5.191 -3.654 0.414
H -6.630 -4.138 -1.687
H -6.221 -2.827 -3.700
H -4.543 -0.953 -3.666
H -4.808 2.633 -2.550
H -4.757 3.595 -4.736
H -3.169 2.673 -6.556
H -1.362 1.266 -5.895
H -1.359 0.099 -3.521
```

Results
E: -155355.72513 eV
E_HOMO: -4.33 eV
charge: -1
orbital gap: 0.225 Eh

Mulliken population analysis, charges in e, atoms 1 to 4: atom 1 (La): 0.99, atom 2 (S): -0.29, atom 3 (C): 0.48, atom 4 (C): -0.50